Entry 1:
19
Properties=species:S:1:pos:R:3:forces:R:3 method="wB97M-V/def2-TZVPD" total_energy_ha=-310.974591 multiplicity=1 homo_lumo_gap_ha=0.355 lumo_energy_ev=0.8 smiles="C=CC/C=C/C.O" de_lowest_kcal_mol=53.1
C 2.3160 -2.1240 0.2761 -0.23 0.51 0.73
C 1.3039 -1.2743 0.4336 1.03 0.54 1.28
C 1.2535 0.1493 -0.0156 -0.62 1.06 -1.26
C -0.1094 0.3923 -0.6781 -0.28 -0.64 -0.50
C -0.6611 -0.4353 -1.5701 0.29 -1.14 0.91
C -2.0824 -0.3383 -2.0005 -0.08 1.76 0.70
H 2.1581 -3.1234 0.6447 0.40 -0.24 0.16
H 3.3231 -1.7637 0.0867 -0.17 -0.33 -0.97
H 0.5542 -1.5413 1.1725 -0.71 -0.33 -0.76
H 1.3488 0.9537 0.7190 0.12 -0.58 0.58
H 2.0281 0.4034 -0.7621 -0.10 -0.45 0.28
H -0.7686 1.1877 -0.3266 0.49 0.26 -0.03
H -0.2078 -1.4121 -1.7894 0.39 0.57 -0.14
H -2.3002 0.7448 -1.9686 -0.36 -0.38 -0.35
H -2.2795 -0.7229 -2.9861 -0.15 -0.24 -0.25
H -2.7342 -0.7660 -1.2322 -0.02 -0.36 -0.36
O -1.0926 2.9855 3.0334 -0.31 -0.37 -0.36
H -0.2952 3.4342 3.2918 0.47 0.28 0.18
H -1.7548 3.2503 3.6715 -0.14 0.07 0.16



Entry 2:
19
Properties=species:S:1:pos:R:3:forces:R:3 method="wB97M-V/def2-TZVPD" total_energy_ha=-310.938447 multiplicity=1 homo_lumo_gap_ha=0.326 lumo_energy_ev=1.0 smiles=CO[C@]1(C)C[C@H]1C de_lowest_kcal_mol=75.8
C -0.0385 -2.1911 -0.5685 0.56 -1.57 1.11
O 0.7659 -1.1380 -0.9253 0.93 -1.01 0.02
C 0.6947 -0.0480 -0.1116 -2.16 0.72 -0.54
C 1.6883 0.8587 -0.7375 -0.13 1.96 -0.31
C 0.3197 0.1754 1.2934 0.92 -0.43 1.40
C -0.8989 0.1693 0.4902 1.12 0.26 -1.08
C -1.6783 1.3556 0.1263 -0.63 1.18 0.15
H 0.4548 -3.0546 -1.0037 -0.31 -0.37 -0.19
H -1.0644 -2.0945 -0.9655 0.26 -0.02 0.58
H 0.0865 -2.3279 0.5525 -0.99 -0.15 -1.12
H 2.6890 0.4186 -0.8431 -0.42 -0.39 0.37
H 1.7941 1.7467 -0.1294 0.17 0.40 0.03
H 1.4211 1.1815 -1.7426 -0.19 -0.04 -0.11
H 0.5906 1.1600 1.6603 0.46 -0.06 0.02
H 0.4421 -0.5875 2.0322 0.00 -0.40 0.58
H -1.5583 -0.6639 0.7480 0.61 -0.24 -0.88
H -2.6034 1.3140 0.7080 -0.22 0.37 -0.26
H -1.9097 1.4202 -0.9396 -0.21 -0.24 0.05
H -1.1956 2.3056 0.3559 0.21 0.04 0.18



Entry 3:
19
Properties=species:S:1:pos:R:3:forces:R:3 method="wB97M-V/def2-TZVPD" total_energy_ha=-311.014375 multiplicity=1 homo_lumo_gap_ha=0.388 lumo_energy_ev=0.9 smiles="CCC(C)=O.C=C" de_lowest_kcal_mol=28.2
C -0.8508 1.2973 0.4394 -0.07 0.01 0.05
C 0.1102 0.8726 -0.6795 0.12 -0.01 -0.02
C -0.3220 -0.4198 -1.3508 0.06 -0.19 -0.04
C -1.5098 -0.3355 -2.2808 -0.06 -0.05 -0.04
O 0.2542 -1.4725 -1.1662 -0.20 0.44 -0.15
H -0.4345 2.1445 0.9937 -0.06 -0.12 -0.10
H -1.8225 1.6092 0.0410 0.14 -0.08 0.06
H -1.0085 0.4816 1.1523 0.04 0.11 -0.12
H 1.1183 0.7244 -0.2823 -0.15 -0.01 -0.07
H 0.1569 1.6639 -1.4388 0.01 -0.11 0.09
H -2.3809 0.0852 -1.7668 0.13 -0.04 -0.06
H -1.2670 0.3339 -3.1141 -0.05 -0.07 0.10
H -1.7472 -1.3292 -2.6640 0.01 0.15 0.05
C 1.6910 -0.3671 2.3581 0.01 -0.12 -0.05
C 1.5478 -1.5194 1.7124 0.02 0.13 0.10
H 1.6987 -0.3100 3.4434 0.01 -0.03 -0.12
H 1.8107 0.5757 1.8261 -0.01 -0.17 0.10
H 1.4275 -2.4566 2.2513 0.03 0.15 -0.02
H 1.5158 -1.5767 0.6273 0.05 0.02 0.23



Entry 4:
19
Properties=species:S:1:pos:R:3:forces:R:3 method="wB97M-V/def2-TZVPD" total_energy_ha=-310.956159 multiplicity=1 homo_lumo_gap_ha=0.339 lumo_energy_ev=0.9 smiles=CC[C@]1(C)C[C@H]1O de_lowest_kcal_mol=64.7
C 1.7563 0.6748 -0.5030 -0.08 -0.25 0.08
C 1.0727 -0.2246 0.5992 0.30 -0.60 0.36
C -0.4102 -0.6058 0.3482 0.65 1.24 -0.90
C -0.6263 -1.6687 -0.7451 0.12 0.31 -0.20
C -1.7455 -0.0841 0.8667 -0.22 0.08 0.22
C -0.9297 0.8496 0.1097 -0.84 0.13 -0.60
O -0.4948 1.8896 0.9434 0.20 0.03 -0.14
H 1.5071 1.7490 -0.5155 -0.08 -0.46 0.16
H 1.5716 0.3264 -1.5269 -0.04 -0.16 0.25
H 2.8418 0.6490 -0.3487 -0.18 -0.12 0.01
H 1.2187 0.2612 1.5638 0.03 -0.25 -0.01
H 1.6288 -1.1529 0.5690 0.40 -0.25 0.39
H -0.6516 -1.1825 -1.7243 0.05 -0.15 -0.23
H 0.1617 -2.4354 -0.7721 -0.01 0.39 0.11
H -1.5724 -2.2261 -0.6479 0.31 0.40 0.19
H -1.9797 0.1656 1.8930 0.10 0.03 0.04
H -2.5872 -0.4315 0.2722 0.15 -0.54 0.42
H -1.0074 1.0721 -0.9447 -0.77 0.39 -0.10
H 0.2461 2.3742 0.5629 -0.11 -0.20 -0.03



Entry 5:
19
Properties=species:S:1:pos:R:3:forces:R:3 method="wB97M-V/def2-TZVPD" total_energy_ha=-310.991383 multiplicity=1 homo_lumo_gap_ha=0.389 lumo_energy_ev=1.1 smiles=COCC1(C)CC1 de_lowest_kcal_mol=42.6
C -1.6198 -1.3139 -1.6921 -0.20 -0.01 -0.27
O -0.8817 -1.3830 -0.4976 -0.04 -0.11 0.03
C -0.9578 -0.2654 0.3672 -0.02 0.23 0.12
C 0.4316 0.3243 0.5968 -0.07 0.01 0.13
C 1.1253 -0.0659 1.8981 0.06 -0.03 0.05
C 1.2532 0.4858 -0.6490 0.13 -0.09 -0.14
C 0.7303 1.7020 0.0519 -0.05 0.20 0.08
H -1.9054 -0.2806 -1.9456 0.08 -0.21 0.08
H -2.5361 -1.9204 -1.6262 0.14 0.14 -0.02
H -1.0025 -1.7044 -2.5113 -0.12 0.03 0.16
H -1.6424 0.4909 -0.0468 0.17 -0.12 0.01
H -1.3881 -0.6000 1.3216 0.08 0.10 -0.11
H 0.7126 -0.9953 2.3084 0.09 0.12 -0.15
H 1.0119 0.7111 2.6674 -0.04 -0.17 -0.17
H 2.1994 -0.2251 1.7481 -0.16 0.07 0.02
H 0.7961 0.2057 -1.5936 0.05 0.01 0.16
H 2.3122 0.2567 -0.5859 -0.10 0.09 0.01
H -0.0782 2.2611 -0.4157 0.15 -0.13 0.07
H 1.4394 2.3163 0.6042 -0.16 -0.12 -0.06



Entry 6:
19
Properties=species:S:1:pos:R:3:forces:R:3 method="wB97M-V/def2-TZVPD" total_energy_ha=-310.957550 multiplicity=1 homo_lumo_gap_ha=0.378 lumo_energy_ev=1.0 smiles="CCC/C=C/CO" de_lowest_kcal_mol=63.8
C -0.1783 2.8337 -1.6770 -0.34 2.24 -0.35
C 0.3001 2.3447 -0.3069 -0.31 -1.64 -1.19
C -0.8238 1.3387 0.0462 1.01 -0.07 4.86
C -0.4315 -0.0752 0.6033 -0.89 1.51 1.14
C 0.2168 -1.0536 -0.0204 0.56 1.78 -1.16
C -0.0557 -2.4687 0.2754 1.74 -2.50 0.70
O 0.9824 -3.1798 1.1619 -1.59 0.65 -1.99
H -1.2423 3.3109 -1.6872 1.66 -1.19 0.34
H -0.1322 2.0285 -2.4196 -0.13 0.15 0.24
H 0.4372 3.6637 -2.0367 0.16 -0.13 -0.21
H 1.3207 1.8529 -0.3460 -1.16 0.49 -0.24
H 0.3442 3.0657 0.5007 0.08 0.49 -0.35
H -1.6169 1.2198 -0.6801 0.06 0.09 -0.18
H -1.2398 1.8645 1.0295 -0.07 -1.23 -2.23
H -0.7866 -0.1699 1.6713 -0.28 -0.71 -1.40
H 0.8666 -0.6559 -0.8545 -0.90 -1.21 0.36
H -0.0425 -3.1158 -0.6558 -0.13 0.92 1.08
H -1.0402 -2.5434 0.7598 0.38 -0.14 -0.09
H 1.1072 -2.6002 1.9005 0.15 0.52 0.68



Entry 7:
19
Properties=species:S:1:pos:R:3:forces:R:3 method="wB97M-V/def2-TZVPD" total_energy_ha=-310.941580 multiplicity=1 homo_lumo_gap_ha=0.308 lumo_energy_ev=0.8 smiles="C=CC=C(C)C.O" de_lowest_kcal_mol=73.9
C 2.2068 -1.7842 -0.0613 -0.04 0.55 0.02
C 1.3355 -1.0081 0.6123 -1.00 0.36 -2.13
C -0.0957 -1.2871 0.4010 0.54 1.48 0.19
C -1.0451 -0.5930 1.0705 -0.39 -0.54 -1.14
C -0.9629 0.9044 1.2789 -0.02 -0.43 0.91
C -2.3932 -1.2354 1.1704 -1.31 0.15 -0.94
H 1.8630 -2.1043 -1.0426 -0.18 -1.24 0.52
H 3.2115 -2.0346 0.2258 0.52 0.75 -0.19
H 1.5018 -0.0303 1.0444 0.73 -0.62 1.45
H -0.3374 -2.0142 -0.3660 -0.17 -0.88 0.83
H -1.9615 1.2547 1.5444 0.15 0.12 0.26
H -0.2510 1.1942 2.0563 -0.10 0.16 -0.01
H -0.7025 1.4014 0.3493 0.22 -0.02 -0.08
H -3.0340 -0.8534 0.3609 0.08 -0.05 -0.19
H -2.3714 -2.3132 1.0554 0.28 -0.15 -0.08
H -3.0559 -1.0571 2.0185 0.69 0.36 0.58
O 1.0149 3.5838 -3.4548 -1.03 -0.92 0.23
H 1.8693 3.3005 -3.7805 0.21 0.84 0.04
H 0.8869 4.5177 -3.2891 0.83 0.08 -0.27



Entry 8:
19
Properties=species:S:1:pos:R:3:forces:R:3 method="wB97M-V/def2-TZVPD" total_energy_ha=-310.900973 multiplicity=1 homo_lumo_gap_ha=0.306 lumo_energy_ev=1.1 de_lowest_kcal_mol=99.3
C -2.2655 0.1511 1.3281 -0.14 -0.08 0.21
O -1.4016 0.7390 0.3688 0.00 -0.04 -0.11
C -0.9506 -0.1225 -0.5638 0.11 0.17 -0.07
C -0.0603 0.5744 -1.5754 -0.02 0.07 -0.07
C 1.1567 -0.3504 -1.5043 0.00 -0.05 -0.05
C 1.0033 -0.7765 -0.0481 0.20 -0.01 0.04
C 1.4738 0.1851 1.0113 -0.03 0.01 0.05
H -1.6960 -0.5205 1.9851 -0.08 0.09 -0.09
H -3.0609 -0.4175 0.8360 0.11 0.09 0.05
H -2.6867 0.9642 1.9230 0.05 -0.12 -0.08
H -0.4090 -1.0967 -0.1293 0.01 -0.06 0.03
H -0.5332 0.6927 -2.5574 0.07 -0.02 0.16
H 0.2057 1.5759 -1.2106 -0.03 -0.13 -0.02
H 2.1159 0.1197 -1.7521 -0.13 -0.08 0.04
H 1.0260 -1.2150 -2.1641 0.02 0.12 0.09
H 1.2789 -1.8137 0.1739 -0.08 0.13 -0.03
H 2.5534 0.3710 0.9239 -0.15 -0.02 -0.01
H 0.9605 1.1521 0.9392 0.09 -0.12 -0.01
H 1.2897 -0.2124 2.0159 0.03 0.06 -0.15